Record 1
Molecular formula: CH7N6
Method: DFT, the ωB97M-V functional and the def2-TZVPD basis

```
14
Properties=species:S:1:pos:R:3:mulliken_charge:R:1
C -1.52 -1.26 0.29 0.105
N -2.40 1.24 -0.27 0.452
N -3.45 1.61 -0.33 -0.505
N -1.23 0.96 -0.26 -0.072
N -0.74 -0.27 0.05 -0.482
N -1.03 -2.45 0.62 -0.322
N 1.26 1.74 -0.42 -0.506
H -2.61 -1.20 0.26 0.291
H 0.18 1.54 -0.40 0.487
H -1.62 -3.25 0.75 0.226
H -0.03 -2.58 0.65 0.224
H 1.47 2.59 0.11 0.381
H 1.58 1.85 -1.38 0.364
H 1.70 0.94 0.03 0.357
```

Results
**Max |F|**: 2.38 eV Å⁻¹
**Spin multiplicity**: 1
**Frontier orbital gap**: 9.0 eV
**Lowest unoccupied orbital energy**: -3.3502 eV
**Total charge**: +1
**E_tot**: -370.504479 hartree
**Energy above the lowest of the compared OMol25 structures with the same formula, charge and spin**: 2.462 eV
**Molecular weight**: 103.1 g/mol

---

Record 2
Molecular formula: CH7NO2
Method: DFT, the ωB97M-V functional and the def2-TZVPD basis

```
11
Properties=species:S:1:pos:R:3:mulliken_charge:R:1
C -0.55 -1.71 0.34 -0.184
N -1.30 -0.73 0.15 -0.440
H 0.53 -1.62 0.34 0.195
H -0.85 -2.75 0.48 0.237
H -2.31 -0.85 0.26 0.201
O -0.34 1.98 0.08 -0.657
H -0.58 1.05 0.34 0.376
H -1.13 2.43 0.40 0.279
O 1.94 0.00 -0.49 -0.634
H 1.68 0.64 0.17 0.319
H 2.23 0.52 -1.24 0.307
```

Results
**Max |F|**: 1.39 eV Å⁻¹
**Spin multiplicity**: 1
**Frontier orbital gap**: 11.2 eV
**Lowest unoccupied orbital energy**: 0.9748 eV
**SMILES**: C=N.O.O
**E_tot**: -247.500263 hartree
**Energy above the lowest of the compared OMol25 structures with the same formula, charge and spin**: 0.518 eV
**Molecular weight**: 65.1 g/mol